1.
Entry from the Open Molecules 2025 dataset: a cluster of 2 separate species, C19H20ClNO2 in total in a non-equilibrium geometry (the ωB97M-V functional and the def2-TZVPD basis).

```
43
Properties=species:S:1:pos:R:3:mulliken_charge:R:1
Cl 0.364 2.120 6.678 -0.263
C 0.744 1.430 5.158 0.370
C 1.070 2.270 4.075 -0.439
C 1.255 1.732 2.821 -0.339
C 1.024 0.321 2.573 -0.086
O 0.876 -0.113 1.402 -0.639
C 0.898 -0.523 3.752 -0.501
C 0.714 0.031 5.001 -0.361
H 1.177 3.339 4.238 0.348
H 1.475 2.351 1.957 0.402
H 0.854 -1.597 3.598 0.358
H 0.540 -0.603 5.869 0.352
C 1.557 -4.037 -3.165 -0.402
C 1.803 -3.167 -1.942 -0.723
N 1.045 -1.910 -2.085 0.224
C 0.157 -1.542 -1.169 0.285
C -0.498 -0.303 -1.167 -0.078
C -1.164 0.108 -0.026 -0.722
C -1.909 1.338 0.083 0.777
C -3.094 1.393 0.867 -0.321
C -3.941 2.494 0.810 -0.606
C -3.578 3.621 0.055 -0.307
C -2.364 3.630 -0.642 -0.624
C -1.533 2.510 -0.628 -0.374
C 1.271 -1.103 -3.276 -0.517
C 2.071 -1.968 -4.234 -0.664
O 1.455 -3.265 -4.365 -0.397
H 2.381 -4.764 -3.284 0.298
H 0.620 -4.605 -3.031 0.334
H 1.450 -3.656 -1.031 0.318
H 2.883 -2.954 -1.876 0.334
H 0.012 -2.239 -0.340 0.158
H -0.458 0.329 -2.064 0.314
H -1.317 -0.625 0.765 0.133
H -3.362 0.513 1.460 0.352
H -4.891 2.480 1.351 0.369
H -4.232 4.492 0.031 0.367
H -2.061 4.524 -1.197 0.358
H -0.578 2.516 -1.157 0.413
H 0.313 -0.804 -3.733 0.439
H 1.822 -0.182 -3.017 0.354
H 2.035 -1.561 -5.252 0.379
H 3.112 -2.020 -3.861 0.327
```

Calculated values
Orbital gap, eV: 4.57
Energy, eV: -38131.9212
Energy relative to the best compared isomer or geometry (same formula, charge and spin), kcal/mol: 69.9
LUMO level, eV: -1.3
Largest force on an atom, hartree/bohr: 0.046

2.
Entry from the Open Molecules 2025 dataset: an isolated molecule of C19H20FN3O2S (the ωB97M-V functional and the def2-TZVPD basis).

```
46
Properties=species:S:1:pos:R:3:mulliken_charge:R:1
C -5.506 -3.871 0.425 -0.667
H -6.203 -4.055 -0.395 0.292
H -4.714 -4.615 0.428 0.226
H -6.059 -3.895 1.366 0.295
O -4.870 -2.613 0.259 -0.283
C -5.689 -1.546 0.239 0.487
O -6.887 -1.640 0.347 -0.612
C -4.960 -0.268 0.069 0.053
C -3.576 -0.231 -0.052 -0.488
C -2.919 0.985 -0.209 0.548
C -3.661 2.163 -0.271 -0.388
C -5.037 2.120 -0.141 -0.772
C -5.693 0.916 0.033 -0.618
H -6.766 0.866 0.136 0.479
H -5.600 3.040 -0.183 0.390
H -3.162 3.106 -0.417 0.481
N -1.532 0.957 -0.369 0.024
C -0.619 1.916 -0.025 0.524
N 0.627 1.774 -0.541 0.116
C 1.762 2.460 0.035 -1.113
H 1.399 3.238 0.707 0.423
C 2.616 1.444 0.797 -0.631
N 3.030 0.381 -0.097 0.248
C 4.251 -0.249 0.097 0.088
C 4.430 -1.636 0.127 0.605
C 5.673 -2.225 0.256 -0.631
C 6.799 -1.433 0.384 -0.424
C 6.657 -0.055 0.373 -0.806
C 5.413 0.522 0.226 -0.256
H 5.329 1.597 0.190 0.388
H 7.526 0.578 0.469 0.374
H 7.770 -1.887 0.493 0.378
H 5.734 -3.302 0.273 0.432
F 3.359 -2.473 0.049 -0.318
C 1.904 -0.311 -0.679 -0.437
H 2.257 -1.059 -1.388 0.555
C 1.058 0.724 -1.435 -1.371
H 0.215 0.254 -1.941 0.482
H 1.689 1.191 -2.200 0.346
H 1.288 -0.809 0.087 0.305
H 3.488 1.934 1.226 0.526
H 2.013 1.032 1.623 0.190
H 2.345 2.915 -0.770 0.363
S -0.995 3.185 0.969 -0.432
H -1.169 0.031 -0.551 0.137
H -3.016 -1.154 -0.021 0.491
```

Calculated values
SMILES: COC(=O)c1cccc(NC(=S)N2CCN(c3ccccc3F)CC2)c1
Orbital gap, eV: 8.49
Energy, eV: -42145.9544
Energy relative to the best compared isomer or geometry (same formula, charge and spin), kcal/mol: 0.0
LUMO level, eV: 0.4
Largest force on an atom, hartree/bohr: 0.018

3.
Entry from the Open Molecules 2025 dataset: an isolated molecule of C19H20N2O2S (the ωB97M-V functional and the def2-TZVPD basis).

```
44
Properties=species:S:1:pos:R:3:mulliken_charge:R:1
O 3.792 1.635 1.590 -0.673
C 3.110 1.613 0.590 0.499
N 1.758 1.461 0.558 0.140
C 0.861 1.411 1.617 0.036
C 1.266 1.577 2.941 -0.613
C 0.334 1.628 3.958 -0.636
C -1.018 1.537 3.671 -0.772
C -1.427 1.327 2.368 -0.230
C -0.506 1.211 1.330 0.365
C -0.943 0.953 -0.067 0.376
O -0.350 1.437 -1.036 -0.797
N -2.018 0.172 -0.277 0.223
C -2.683 -0.739 0.633 -0.646
C -3.099 -1.904 -0.262 -0.648
H -3.929 -2.469 0.158 0.395
C -3.460 -1.197 -1.567 -0.637
H -3.419 -1.858 -2.430 0.360
C -2.427 -0.077 -1.655 -0.526
H -2.827 0.840 -2.093 0.368
H -1.546 -0.366 -2.237 0.121
H -4.465 -0.781 -1.497 0.328
H -2.257 -2.579 -0.412 0.179
H -2.019 -1.034 1.446 0.440
H -3.579 -0.269 1.057 0.253
H -2.482 1.292 2.149 0.503
H -1.752 1.628 4.457 0.410
H 0.665 1.767 4.976 0.409
H 2.315 1.692 3.154 0.562
H 1.278 1.483 -0.347 0.196
C 3.707 1.720 -0.799 -0.645
H 4.603 2.337 -0.767 0.436
H 3.002 2.096 -1.539 0.304
S 4.308 0.078 -1.352 -0.125
C 2.747 -0.783 -1.505 -0.135
C 2.167 -1.373 -0.393 -0.315
C 0.982 -2.073 -0.534 -0.297
C 0.394 -2.196 -1.782 -0.538
C 0.973 -1.598 -2.888 -0.570
C 2.151 -0.886 -2.751 -0.414
H 2.619 -0.421 -3.605 0.453
H 0.511 -1.690 -3.860 0.420
H -0.513 -2.772 -1.900 0.539
H 0.528 -2.535 0.331 0.431
H 2.649 -1.292 0.570 0.472
```

Calculated values
SMILES: O=C(CSc1ccccc1)Nc1ccccc1C(=O)N1CCCC1
Orbital gap, eV: 9.12
Energy, eV: -37939.5085
Energy relative to the best compared isomer or geometry (same formula, charge and spin), kcal/mol: 0.0
LUMO level, eV: 0.6
Largest force on an atom, hartree/bohr: 0.013

4.
Entry from the Open Molecules 2025 dataset: an isolated molecule of C19H20N2O3 (the ωB97M-V functional and the def2-TZVPD basis).

```
44
Properties=species:S:1:pos:R:3:mulliken_charge:R:1
C 2.440 1.076 -6.620 -0.840
H 3.304 1.248 -7.261 0.237
O 2.933 0.396 -5.492 -0.455
C 2.058 0.064 -4.500 0.886
C 0.693 0.325 -4.518 -0.216
C -0.103 -0.067 -3.456 -0.917
C 0.445 -0.716 -2.358 -0.085
C 1.816 -0.966 -2.334 0.042
C 2.608 -0.585 -3.394 -0.884
H 3.670 -0.772 -3.385 0.410
H 2.270 -1.437 -1.477 0.397
N -0.378 -1.098 -1.280 0.308
C -1.379 -0.337 -0.776 0.340
O -1.723 0.758 -1.158 -0.667
C -2.012 -1.110 0.378 -0.791
H -2.942 -1.558 0.020 0.366
C -0.971 -2.177 0.724 0.023
C -0.004 -1.665 1.802 0.236
O 1.181 -1.504 1.606 -0.656
N -0.597 -1.442 2.993 -0.183
H -1.597 -1.545 3.072 0.339
C 0.065 -0.722 4.063 -1.099
C -0.475 0.682 4.173 0.658
C -1.016 1.155 5.360 -0.548
C -1.530 2.439 5.433 -0.531
C -1.519 3.255 4.315 -0.422
C -0.983 2.789 3.126 -0.700
C -0.461 1.511 3.056 -0.079
H -0.036 1.152 2.130 0.486
H -0.972 3.419 2.250 0.412
H -1.926 4.254 4.371 0.374
H -1.945 2.799 6.363 0.371
H -1.030 0.518 6.234 0.324
H 1.128 -0.704 3.807 0.319
H -0.069 -1.263 5.004 0.416
C -0.219 -2.367 -0.596 -0.974
H -0.651 -3.174 -1.200 0.323
H 0.833 -2.584 -0.407 0.378
H -1.422 -3.107 1.076 0.610
H -2.254 -0.428 1.193 0.382
H -1.159 0.147 -3.476 0.365
H 0.232 0.831 -5.351 0.374
H 1.995 2.038 -6.347 0.336
H 1.702 0.475 -7.162 0.337
```

Calculated values
SMILES: COc1ccc(N2C[C@@H](C(=O)NCc3ccccc3)CC2=O)cc1
Orbital gap, eV: 8.68
Energy, eV: -29151.2333
Energy relative to the best compared isomer or geometry (same formula, charge and spin), kcal/mol: 25.0
LUMO level, eV: 0.7
Largest force on an atom, hartree/bohr: 0.013

5.
Entry from the Open Molecules 2025 dataset: an isolated molecule of C19H20N2O4 in a non-equilibrium geometry (the ωB97M-V functional and the def2-TZVPD basis).

```
45
Properties=species:S:1:pos:R:3:mulliken_charge:R:1
C 5.653 2.385 -5.354 -0.962
H 6.315 2.510 -4.492 0.363
H 5.136 3.328 -5.559 0.359
H 6.246 2.105 -6.224 0.256
O 4.747 1.326 -5.166 -0.448
C 3.861 1.386 -4.123 1.462
C 3.803 2.464 -3.243 -0.308
C 2.898 2.509 -2.203 -1.341
C 2.014 1.451 -2.018 0.077
C 2.062 0.367 -2.886 -0.730
C 2.969 0.309 -3.937 0.343
O 2.870 -0.823 -4.686 -0.447
C 3.758 -1.096 -5.747 -0.736
H 4.795 -1.138 -5.408 0.275
H 3.458 -2.076 -6.118 0.287
H 3.669 -0.361 -6.550 0.254
H 1.384 -0.460 -2.750 0.526
C 1.055 1.469 -0.937 0.456
N 0.930 2.445 -0.072 -0.467
O -0.073 2.065 0.760 -0.143
C -0.486 0.866 0.338 0.229
N 0.166 0.451 -0.700 -0.493
C -1.595 0.160 1.035 -0.435
O -1.239 0.024 2.388 -0.349
C -2.139 -0.559 3.241 0.683
C -1.744 -0.638 4.574 -0.696
C -2.585 -1.210 5.505 -0.845
C -3.828 -1.715 5.146 0.749
C -4.223 -1.637 3.810 0.633
C -3.377 -1.062 2.870 -0.314
H -3.705 -1.018 1.842 0.338
C -5.556 -2.171 3.379 -1.608
H -5.632 -3.235 3.604 0.330
H -6.361 -1.664 3.910 0.326
H -5.705 -2.032 2.312 0.370
C -4.724 -2.331 6.177 -1.422
H -4.942 -3.369 5.927 0.318
H -4.255 -2.304 7.157 0.374
H -5.672 -1.798 6.233 0.320
H -2.268 -1.265 6.536 0.312
H -0.780 -0.245 4.853 0.441
H -2.516 0.756 0.932 0.385
H -1.733 -0.814 0.549 0.412
H 2.867 3.352 -1.533 0.461
H 4.479 3.294 -3.372 0.402
```

Calculated values
SMILES: COc1ccc(-c2noc(COc3ccc(C)c(C)c3)n2)cc1OC
Orbital gap, eV: 8.86
Energy, eV: -31195.8532
Energy relative to the best compared isomer or geometry (same formula, charge and spin), kcal/mol: 99.7
LUMO level, eV: 0.8
Largest force on an atom, hartree/bohr: 0.024

6.
Entry from the Open Molecules 2025 dataset: an isolated molecule of C19H20N2O4S in a non-equilibrium geometry (the ωB97M-V functional and the def2-TZVPD basis).

```
46
Properties=species:S:1:pos:R:3:mulliken_charge:R:1
C -6.359 -1.499 0.180 -0.792
H -5.716 -2.130 -0.442 0.325
O -6.347 -0.161 -0.254 -0.458
C -5.173 0.523 -0.242 0.753
C -5.238 1.846 -0.688 -0.539
C -4.101 2.628 -0.716 -0.646
C -2.886 2.114 -0.303 -0.775
C -2.807 0.796 0.145 0.110
C -3.956 0.001 0.174 -0.220
H -3.887 -1.017 0.522 0.395
C -1.534 0.262 0.579 0.334
N -0.462 0.964 0.595 -0.853
N 0.574 0.224 1.039 0.667
C 1.839 0.675 1.140 0.784
O 2.728 -0.055 1.570 -0.729
C 2.086 2.068 0.626 -1.053
C 2.467 1.991 -0.862 -0.554
H 1.604 1.635 -1.430 0.366
H 2.712 2.996 -1.209 0.421
C 3.659 1.066 -1.145 -0.317
C 4.915 1.534 -0.416 0.334
O 5.732 2.245 -0.936 -0.599
O 5.053 1.120 0.838 -0.535
H 4.282 0.589 1.167 0.484
H 3.869 1.087 -2.215 0.382
H 3.426 0.039 -0.854 0.167
H 1.184 2.668 0.735 0.365
H 2.897 2.520 1.197 0.452
C 0.200 -1.182 1.314 -0.526
C 0.965 -2.085 0.406 0.190
C 1.841 -3.071 0.730 -0.657
C 2.418 -3.688 -0.404 -0.389
C 1.977 -3.156 -1.570 -0.608
S 0.843 -1.890 -1.317 -0.082
H 2.245 -3.423 -2.573 0.473
H 3.134 -4.487 -0.347 0.415
H 2.076 -3.342 1.742 0.478
H 0.459 -1.419 2.350 0.530
C -1.314 -1.160 1.056 -0.935
H -1.889 -1.361 1.960 0.493
H -1.601 -1.879 0.288 0.450
H -1.990 2.713 -0.320 0.517
H -4.164 3.648 -1.063 0.380
H -6.194 2.230 -1.006 0.445
H -6.054 -1.586 1.228 0.322
H -7.391 -1.831 0.080 0.232
```

Calculated values
SMILES: COc1cccc(C2=NN(C(=O)CCCC(=O)O)[C@H](c3cccs3)C2)c1
Orbital gap, eV: 8.50
Energy, eV: -42033.2820
Energy relative to the best compared isomer or geometry (same formula, charge and spin), kcal/mol: 26.6
LUMO level, eV: -0.1
Largest force on an atom, hartree/bohr: 0.024

7.
Entry from the Open Molecules 2025 dataset: an isolated molecule of C19H20N2O5S (the ωB97M-V functional and the def2-TZVPD basis).

```
47
Properties=species:S:1:pos:R:3:mulliken_charge:R:1
C -6.082 -0.416 0.590 -1.344
C -4.645 -0.728 0.944 0.801
O -4.251 -0.874 2.074 -0.597
N -3.848 -0.818 -0.171 -0.156
C -2.481 -1.065 -0.244 0.887
C -1.729 -1.462 0.862 -0.597
C -0.369 -1.661 0.729 -0.544
C 0.242 -1.467 -0.494 -0.122
C -0.496 -1.114 -1.608 -0.705
C -1.855 -0.916 -1.484 -0.715
H -2.440 -0.636 -2.349 0.312
H -0.001 -1.012 -2.560 0.462
S 2.007 -1.709 -0.672 1.409
O 2.463 -2.444 0.486 -0.877
O 2.247 -2.292 -1.956 -0.771
N 2.813 -0.246 -0.661 0.161
C 2.855 0.449 -1.930 -0.867
C 1.941 1.694 -1.986 -1.198
C 0.892 1.698 -0.912 0.942
C -0.390 2.173 -1.137 -0.800
C -1.310 2.214 -0.105 -0.614
C -0.954 1.774 1.158 -0.761
C 0.321 1.286 1.389 -0.402
C 1.248 1.246 0.361 0.092
C 2.643 0.679 0.463 0.129
H 3.365 1.490 0.280 0.610
C 3.014 0.062 1.811 -0.788
C 4.501 -0.305 1.788 0.153
O 5.347 0.487 2.105 -0.606
O 4.797 -1.528 1.383 -0.527
H 4.002 -2.028 1.078 0.476
H 2.403 -0.811 2.033 0.264
H 2.879 0.824 2.580 0.712
H 0.585 0.941 2.376 0.410
H -1.671 1.802 1.964 0.422
H -2.306 2.593 -0.285 0.444
H -0.664 2.522 -2.122 0.419
H 2.558 2.587 -1.844 0.444
H 1.476 1.774 -2.969 0.370
H 2.578 -0.282 -2.689 0.456
H 3.894 0.744 -2.114 0.314
H 0.226 -1.982 1.569 0.500
H -2.213 -1.600 1.814 0.542
H -4.290 -0.626 -1.059 0.223
H -6.485 -1.187 -0.063 0.339
H -6.145 0.544 0.080 0.337
H -6.672 -0.374 1.501 0.360
```

Calculated values
SMILES: CC(=O)Nc1ccc(S(=O)(=O)N2CCc3ccccc3[C@H]2CC(=O)O)cc1
Orbital gap, eV: 9.15
Energy, eV: -44081.5330
Energy relative to the best compared isomer or geometry (same formula, charge and spin), kcal/mol: 19.0
LUMO level, eV: 0.2
Largest force on an atom, hartree/bohr: 0.019

8.
Entry from the Open Molecules 2025 dataset: a structure of composition C19H20N4O2 in a non-equilibrium geometry (the ωB97M-V functional and the def2-TZVPD basis).

```
45
Properties=species:S:1:pos:R:3:mulliken_charge:R:1
C -4.286 -2.568 -0.021 -1.747
C -4.199 -1.094 -0.274 1.194
C -5.308 -0.294 -0.652 -0.285
C -5.362 0.986 -0.790 -0.592
C -4.220 1.484 -0.693 -0.277
N -3.178 0.896 -0.134 0.201
C -3.217 -0.510 0.132 -0.137
N -2.089 -1.045 0.194 -0.360
C -0.967 -0.392 0.463 0.715
N 0.176 -1.170 0.962 0.145
C 0.159 -2.359 0.988 -0.475
H -0.891 -2.862 0.724 0.126
H 0.644 -3.078 1.816 0.291
C 1.163 -2.965 -0.121 -0.594
O 2.480 -2.740 -0.070 -0.376
H 2.524 -1.796 0.171 0.191
H 1.143 -4.306 -0.151 0.193
H 0.751 -2.701 -1.035 0.399
H 1.083 -0.438 1.050 0.337
C -0.817 1.031 0.515 0.055
C -1.960 1.751 -0.082 0.300
O -2.083 3.053 -0.019 -0.714
C 0.460 1.779 0.599 -0.764
N 1.471 1.125 1.086 -0.369
C 2.782 1.943 0.719 -1.364
C 3.908 1.054 0.146 0.992
C 5.163 0.827 0.558 -0.246
C 6.140 0.499 -0.218 -0.620
C 5.657 -0.369 -1.229 -0.098
C 4.449 -0.358 -1.679 -0.562
C 3.477 0.472 -1.058 -0.262
H 2.403 0.357 -1.461 0.249
H 4.152 -0.799 -2.630 0.348
H 6.456 -0.991 -1.940 0.171
H 7.100 0.265 0.143 0.388
H 5.485 1.732 1.500 0.135
H 2.724 2.815 0.416 0.596
H 3.106 1.836 2.274 0.284
H 0.427 2.775 0.308 0.524
H -4.226 2.858 -0.531 0.142
H -6.217 1.497 -0.881 0.559
H -6.537 -0.830 -0.564 0.064
H -5.415 -3.033 -0.273 0.306
H -3.657 -3.147 -0.759 0.287
H -4.130 -2.761 0.833 0.651
```

Calculated values
Orbital gap, eV: 6.92
Energy, eV: -30065.7267
Energy relative to the best compared isomer or geometry (same formula, charge and spin), kcal/mol: 423.5
LUMO level, eV: -0.8
Largest force on an atom, hartree/bohr: 0.374

- largest force on an atom of number 3 (C19H20N2O2S)?
  0.013 hartree/bohr

- Look up the energy of the fourth one.
  -29151.2333 eV